(1)
Formula: C3H8N3O
Source: OMol25
Level of theory: the ωB97M-V functional and the def2-TZVPD basis

Geometry as XYZ:
```
15
C3H8N3O, DFT the ωB97M-V functional and the def2-TZVPD basis
C 0.21416 -1.06432 -0.54625
C 0.82738 0.92610 0.48905
C -0.93725 -0.03329 -0.74091
N -1.86883 -0.18752 0.45405
N -0.20574 1.16391 -0.51139
N 0.93546 -0.59423 0.68286
O -3.03000 0.04966 0.27068
H 0.15615 -2.16402 -0.44239
H 0.86888 -0.93893 -1.32344
H 1.82611 1.38999 -0.05459
H 0.80039 1.43766 1.36149
H -1.33907 -0.17328 -1.66285
H -0.57519 2.03455 -0.21974
H 0.45400 -0.87295 1.53694
H 1.87357 -0.97335 0.70647
```

Calculated values
SMILES: O=N[C@@H]1C[NH2+]CN1
Molecular weight in Da: 102.117
E in eV: -9747.81242
Charge: +1
Spin multiplicity: 1

(2)
Formula: C4H8O4
Source: OMol25
Level of theory: the ωB97M-V functional and the def2-TZVPD basis

Geometry as XYZ:
```
16
C4H8O4, DFT the ωB97M-V functional and the def2-TZVPD basis
O 1.77245 -7.06489 0.86640
O 3.67132 -5.79466 0.32654
C 2.46257 -6.00861 0.91537
C 1.99134 -4.84384 1.82874
H 4.14072 -4.98339 0.66347
H 1.01542 -4.86582 2.34227
H 2.06116 -3.91011 1.24575
H 2.78953 -4.84382 2.58999
O -2.99901 6.60727 -0.52779
O -1.92164 5.39359 1.15034
C -2.54075 5.55224 -0.11906
C -2.18577 4.32909 -0.99953
H -2.05663 6.33767 1.43761
H -1.18864 4.40411 -1.46506
H -2.94147 4.24351 -1.79840
H -2.21892 3.41414 -0.38441
```

Calculated values
SMILES: CC(=O)O.CC(=O)O
Molecular weight in Da: 120.104
E in eV: -12467.49121
Charge: 0
Spin multiplicity: 1